Entry 1:
Entry from OMol25: a molecular structure, C18H19N3O8SV (ωB97M-V/def2-TZVPD).

Computed properties:
HOMO level (spin up / spin down): -12.2 / -12.4 eV
Gap between HOMO and LUMO (spin up / spin down): 8.7 / 9.1 eV
Net charge: +1
E_LUMO (spin up / spin down): -3.58 / -3.34 eV
Multiplicity: 3
ΔE to the lowest compared entry with this formula, charge and spin: 0.340 eV
Molar mass: 488.374 g/mol

The geometry in XYZ format:
```
50
Properties=species:S:1:pos:R:3:mulliken_spin:R:1
V -0.45073 -0.10142 0.07858 1.97
O 0.02649 3.71005 -1.31305 0.00
C -0.01760 2.59181 -0.65243 0.00
O -0.33972 1.51884 -1.16833 0.00
C 0.21264 2.72581 0.82370 -0.01
O 0.26680 1.41808 1.37208 0.00
C 1.48469 1.02761 2.04487 0.01
C 1.97741 -0.30646 1.49937 0.00
O 3.01137 -0.76096 1.91235 0.00
O 1.23289 -0.86265 0.56170 -0.02
H -0.22055 3.56619 -2.24243 0.00
H 1.13000 3.28444 0.99809 0.00
H -0.63257 3.26654 1.25783 0.00
H 2.26715 1.75816 1.85405 0.00
H 1.28846 0.95056 3.11337 0.00
O -4.26736 0.70391 1.44829 0.01
C -3.17071 0.26093 1.24035 0.01
N -2.42439 0.28130 0.07624 -0.06
C -3.06585 0.25564 -1.15549 0.02
O -4.09415 0.78073 -1.48258 0.01
C -2.28732 -0.62966 -2.12026 0.02
C -2.76207 -0.90054 -3.38586 -0.01
C -2.03399 -1.76459 -4.19074 0.01
C -0.85514 -2.31201 -3.70538 -0.01
C -0.42849 -1.96367 -2.43666 0.03
N -1.13276 -1.13813 -1.65815 -0.01
C -2.41384 -0.53948 2.27503 0.02
C -2.96048 -0.83482 3.50474 -0.01
C -2.25045 -1.66278 4.36084 0.01
C -1.02897 -2.16708 3.94290 -0.01
C -0.54110 -1.81121 2.69819 0.02
N -1.21697 -0.99925 1.87466 -0.02
H -3.69139 -0.44515 -3.69828 0.00
H -2.38092 -2.01282 -5.18485 0.00
H -0.26818 -2.99640 -4.30067 0.00
H 0.49626 -2.34425 -2.02118 0.00
H -3.92937 -0.42313 3.75067 0.00
H -2.64910 -1.92100 5.33259 0.00
H -0.45165 -2.83309 4.56785 0.00
H 0.40526 -2.19124 2.34027 0.00
C 4.06741 -0.24013 -1.21675 0.00
S 2.60287 0.67390 -1.68209 0.01
C 3.27855 1.40776 -3.16875 0.00
O 2.45223 1.79656 -0.68373 0.00
H 4.89702 0.46153 -1.13817 0.00
H 4.25648 -0.98660 -1.98798 0.00
H 3.88974 -0.73054 -0.26293 0.00
H 3.51865 0.60684 -3.86738 0.00
H 4.16484 1.98621 -2.91263 0.00
H 2.51976 2.05517 -3.60359 0.00
```

=====

Entry 2:
Entry from OMol25: 2 unconnected molecules or ions with the total composition C9H15NO9S (ωB97M-V/def2-TZVPD).

Computed properties:
HOMO level: 0.1 eV
Gap between HOMO and LUMO: 3.8 eV
Net charge: -2
E_LUMO: 3.94 eV
ΔE to the lowest compared entry with this formula, charge and spin: 0.000 eV
Molar mass: 313.284 g/mol

The geometry in XYZ format:
```
35
Properties=species:S:1:pos:R:3:nbo_charge:R:1
N -0.47584 -2.28220 -1.36287 -0.87
C -0.42286 -1.05666 -2.19522 -0.26
C -0.77996 0.16879 -1.37993 0.00
O -1.01884 1.22283 -2.35766 -0.44
C 0.09298 1.97119 -2.33890 0.98
O 0.73992 2.38685 -3.25400 -0.60
O 0.41219 2.15420 -0.99135 -0.55
C 0.31917 0.79642 -0.45893 0.06
C 1.70672 0.16771 -0.53292 -0.45
C 2.43038 -0.03652 0.81528 -0.39
C 1.58344 -0.63235 1.95921 -0.43
C 1.72704 0.19872 3.24320 -0.06
O 0.46360 0.21827 3.95305 -0.49
C 0.53677 0.57285 5.24066 0.65
O -0.43026 0.69806 5.94253 -0.57
H -1.17029 -2.10441 -0.64361 0.36
H -0.85390 -3.02189 -1.93941 0.36
H 0.58578 -0.95919 -2.62296 0.14
H -1.11060 -1.12036 -3.04000 0.27
H -1.77492 -0.05008 -0.95578 0.32
H -0.06966 0.94017 0.54703 0.19
H 1.69684 -0.79072 -1.04844 0.23
H 2.33151 0.82674 -1.13718 0.23
H 3.25061 -0.73307 0.61944 0.20
H 2.91480 0.89815 1.10899 0.19
H 1.95272 -1.63047 2.19043 0.20
H 0.52279 -0.68467 1.72901 0.24
H 1.98939 1.23228 3.01148 0.18
H 2.50830 -0.21036 3.88885 0.16
H 1.55736 0.73785 5.63366 0.08
O -3.53697 -0.02067 -1.41255 -1.16
S -4.25521 0.03187 -2.73651 2.57
O -3.56078 -0.91372 -3.66434 -1.14
O -4.19581 1.41386 -3.27319 -1.11
O -5.66638 -0.38944 -2.53706 -1.11
```

=====

Entry 3:
Entry from OMol25: a molecular structure, C25H48BeCl6F5LiN4O9Si2 (ωB97M-V/def2-TZVPD).

Computed properties:
HOMO level: -5.4 eV
Gap between HOMO and LUMO: 1.1 eV
E_LUMO: -4.35 eV
Molar mass: 928.511 g/mol

The geometry in XYZ format:
```
101
Properties=species:S:1:pos:R:3:mulliken_charge:R:1
C 1.74647 4.05084 -1.82071 -0.57
C 0.66670 5.13964 -1.30276 -0.33
C -0.25772 4.41406 -0.16745 -0.37
O -0.95079 3.33002 -0.84055 -0.05
C -2.30051 3.12032 -0.34825 -1.07
C -3.26916 3.19608 -1.67652 1.57
F -4.41040 2.31811 -1.59332 -0.32
C -2.32828 2.71027 -2.92263 -0.14
N -1.52376 2.24814 -3.77314 -0.51
C -3.69472 4.75280 -1.82813 -0.60
C -3.30615 5.34339 -3.29674 0.26
N -2.90341 6.03225 -4.22861 -0.48
H 2.76575 4.56393 -2.05303 0.10
H 1.94660 3.21047 -1.04624 0.10
H 1.35760 3.64451 -2.82459 0.28
H -0.02999 5.37366 -2.19069 0.25
H 1.14438 6.12768 -0.92243 0.26
H -0.93651 5.18839 0.34338 0.57
H 0.51359 3.91421 0.57569 0.09
H -2.34387 2.00960 0.01148 0.33
H -2.63457 3.83409 0.48655 0.40
H -3.17892 5.37373 -0.99056 0.26
H -4.84439 4.84476 -1.66720 0.41
Be 0.88341 3.54923 2.15121 0.22
C 3.19720 0.27844 -2.28873 -0.10
Cl 1.68058 0.77430 -3.05026 -0.03
Cl 4.48511 1.44304 -2.64365 -0.14
Cl 2.98589 0.10036 -0.54122 -0.10
H 3.48721 -0.68836 -2.69966 0.37
F 0.87244 2.05698 4.25427 -0.69
C -2.27217 -0.91399 -2.78385 -0.72
C -3.47814 -0.47667 -3.59423 -0.14
O -4.04284 -1.57796 -4.31648 -0.41
C -4.78714 -2.42686 -3.58361 0.81
O -5.01945 -2.33297 -2.39938 -0.55
O -5.20756 -3.42116 -4.39193 -0.39
C -5.92378 -4.44706 -3.70982 -0.39
H -1.54125 -1.41661 -3.42317 0.23
H -1.79778 -0.05381 -2.30643 0.15
H -2.55339 -1.62648 -2.00384 0.26
H -3.16592 0.26424 -4.33459 0.28
H -4.23850 -0.00253 -2.96513 0.25
H -6.75191 -4.03590 -3.12684 0.29
H -5.24340 -5.01056 -3.06655 0.06
H -6.33588 -5.12748 -4.45738 0.25
C 2.59207 2.83738 9.97758 -1.09
C 3.36299 3.99344 9.37048 -0.21
O 2.89024 4.27658 8.04597 -0.31
C 1.77244 5.04191 7.96471 0.44
O 1.17685 5.47752 8.92223 -0.47
C 1.41186 5.30665 6.50518 0.75
F 1.48994 4.19611 5.73960 -0.23
F 2.23788 6.21947 5.93645 -0.26
F 0.15618 5.78351 6.35273 -0.23
H 2.63296 1.96221 9.32284 0.30
H 3.00300 2.56898 10.95381 0.37
H 1.53620 3.09099 10.10435 0.31
H 4.41778 3.72150 9.27701 0.30
H 3.31509 4.88627 10.00083 0.33
O 0.19726 8.49308 8.22620 -0.66
H 0.30047 7.83085 7.55077 0.28
C 1.03815 -8.63267 0.95814 -1.02
Si -0.35088 -8.11910 -0.21697 0.25
C -1.47142 -9.61138 -0.41369 -1.03
C 0.45330 -7.74410 -1.87342 -1.05
N -1.16916 -6.74555 0.45909 -0.25
Si -2.50870 -6.00230 -0.35772 0.15
C -3.96611 -7.16566 -0.57539 -1.08
C -2.03970 -5.29993 -2.03561 -0.43
C -3.12024 -4.55222 0.68902 -0.93
H 1.57472 -9.49573 0.55319 0.28
H 1.75309 -7.81470 1.09233 0.25
H 0.63464 -8.90742 1.93657 0.26
H -0.87569 -10.50371 -0.63235 0.36
H -2.17563 -9.48257 -1.23886 0.32
H -2.03648 -9.79986 0.50254 0.27
H 1.03000 -6.81621 -1.82862 0.26
H -0.28746 -7.65662 -2.67139 0.33
H 1.13646 -8.55300 -2.15218 0.36
H -3.77167 -7.91872 -1.34231 0.32
H -4.85166 -6.60386 -0.89012 0.36
H -4.20492 -7.67376 0.36240 0.34
H -1.13294 -4.69364 -1.96530 0.29
H -2.84392 -4.65943 -2.41270 -0.20
H -1.87851 -6.08748 -2.77444 0.29
H -2.32822 -3.81260 0.82579 0.26
H -3.45415 -4.89791 1.67095 0.27
H -3.96645 -4.06248 0.19397 0.25
C 8.24602 0.29771 -3.85382 -0.17
Cl 7.85486 0.81543 -5.49946 -0.01
Cl 8.49016 1.69533 -2.80214 -0.06
Cl 6.96360 -0.74970 -3.21005 -0.11
H 9.17578 -0.27364 -3.88549 0.42
C 4.82761 7.06773 -1.63501 -0.72
N 4.48632 6.75573 -0.22204 0.85
O 3.34704 6.36795 0.00864 -0.46
O 5.37236 6.91041 0.60675 -0.52
H 3.95142 6.88608 -2.25684 0.28
H 5.12068 8.11672 -1.67856 0.30
H 5.64989 6.41429 -1.92662 0.27
Li 8.37392 -2.32701 -4.40125 0.95
```

=====

Entry 4:
Entry from OMol25: a single C3H7N3O2 molecule (ωB97M-V/def2-TZVPD).

Computed properties:
HOMO level: -8.7 eV
Gap between HOMO and LUMO: 9.8 eV
E_LUMO: 1.08 eV
ΔE to the lowest compared entry with this formula, charge and spin: 5.994 eV
Molar mass: 117.108 g/mol

The geometry in XYZ format:
```
15
Properties=species:S:1:pos:R:3:nbo_charge:R:1
C -1.47355 0.72373 -0.11926 0.34
C 0.40074 -0.50070 -0.39111 0.21
C 3.61668 0.20057 0.15756 -0.12
H -3.83501 0.51517 -0.00622 0.31
H -3.69286 -0.78495 1.00318 0.36
H -1.89934 1.70597 0.24410 0.15
H 0.34253 -1.11693 0.47125 0.17
H -0.22366 -0.82732 -1.15170 0.19
H 4.26227 0.45148 1.02470 0.19
H 3.86754 0.51329 -0.83130 0.18
N -3.42970 -0.44863 0.09440 -0.63
N -2.08806 -0.38410 -0.05474 -0.35
N 2.53462 -0.36222 0.48087 -0.12
O -0.14730 0.83848 -0.29317 -0.50
O 1.76511 -0.52384 -0.62858 -0.39
```